# 1
12
Properties=species:S:1:pos:R:3:forces:R:3:nbo_charge:R:1 method="wB97M-V/def2-TZVPD" lumo_ha="-0.010 / -0.041" homo_lumo_gap_ev="8.3 / 7.1" total_charge=0
C 0.816365 -0.487567 -0.100710 1.2 0.5 -0.2 -0.29
C -0.410124 -0.405421 0.239452 -2.3 0.6 -0.3 -0.17
C 1.815244 -1.141291 0.740353 5.1 0.9 -1.3 -0.67
C -2.128283 1.637754 -1.014032 2.2 1.1 -0.5 -0.51
Br -3.537753 0.966129 -0.075548 -0.3 0.5 -0.5 0.15
I 1.638999 0.779945 -1.636014 -0.4 -0.4 0.3 0.12
I -1.605760 -1.196355 1.670100 0.5 -0.2 0.1 0.27
H 1.539788 -1.943439 1.307209 -1.6 -1.9 1.6 0.23
H 2.712026 -1.608589 0.160567 -1.5 1.0 0.4 0.22
H 2.348324 -0.406698 1.411642 -0.7 -0.5 -0.6 0.23
H -1.540410 1.168021 -1.789221 -0.9 -1.1 -0.1 0.21
H -1.648414 2.637511 -0.913797 -1.2 -0.6 0.9 0.20

# 2
18
Properties=species:S:1:pos:R:3:forces:R:3:nbo_charge:R:1 method="wB97M-V/def2-TZVPD" lumo_ha="0.076 / 0.076" spin_multiplicity=2 s_squared=0.7503 homo_lumo_gap_ev="1.7 / 9.8" total_charge=-1
O 4.999972 -3.094406 -11.262915 0.3 2.5 -0.7 -0.92
H 5.736768 -2.946068 -10.687171 0.7 0.6 0.4 0.46
H 4.832995 -3.972856 -11.089204 -1.0 -3.2 0.3 0.46
O 0.218207 4.909207 0.795746 -1.4 -0.3 2.7 -0.99
H -0.079584 5.103750 1.768123 0.9 -0.4 -2.6 0.46
H -0.331427 4.101594 0.656635 0.4 0.7 -0.1 0.49
O -2.095041 2.971912 1.638581 0.1 1.7 -2.1 -1.20
H -2.953343 2.699082 1.904135 -1.5 -0.5 0.4 0.41
H -1.524679 2.572675 2.255849 1.4 -1.1 1.6 0.35
O -0.826088 -0.327256 2.610402 6.3 -3.0 -2.6 -1.15
H -1.512203 -0.847364 2.404223 -4.5 -2.2 -0.7 0.42
H -0.917112 0.415760 3.061374 -1.7 5.1 3.3 0.40
O 0.608036 0.012658 5.466837 -0.2 -0.3 1.0 -1.00
H 0.948754 -0.158421 4.609416 0.1 -1.0 -1.6 0.46
H 0.941144 0.891926 5.549408 0.1 1.3 0.7 0.42
O -2.627964 -4.280235 -0.248741 -0.1 0.1 -0.3 -0.97
H -2.937256 -3.392715 -0.046825 0.0 0.2 -0.1 0.45
H -2.481175 -4.659243 0.614127 0.1 -0.2 0.4 0.46

# 3
91
Properties=species:S:1:pos:R:3:forces:R:3:mulliken_charge:R:1 method="wB97M-V/def2-TZVPD" lumo_ha="-0.070 / -0.061" homo_lumo_gap_ev="5.5 / 5.8" total_charge=0
Ir -1.525808 0.803910 -0.099745 -2.6 -1.2 3.1 5.02
N -1.214196 1.677994 2.311828 -0.1 -0.4 -0.5 -0.41
N -0.821751 3.016951 2.334405 -0.1 0.1 0.3 -0.30
C -0.564823 3.644904 1.168797 0.2 0.3 -0.4 -0.10
N -0.344211 4.953726 1.152460 0.1 -0.1 0.1 -0.27
N -0.508253 2.867276 0.100594 -0.9 -1.7 -0.6 -0.07
N -0.231978 3.283870 -1.153080 0.2 0.4 -0.6 1.11
O -0.502090 2.468841 -2.021588 0.2 0.5 0.2 -0.64
O 0.271281 4.380079 -1.360615 0.0 0.0 0.0 -0.83
H -2.231482 1.587573 2.348014 0.0 0.2 0.0 0.32
H -0.761389 1.151978 3.047972 0.2 0.0 -0.1 0.31
H -1.178041 3.591497 3.086107 0.0 0.0 0.0 0.30
H -0.562912 5.528807 1.946830 0.0 0.0 0.0 0.19
H -0.188068 5.367139 0.242938 0.0 0.1 0.0 0.21
O -5.690674 -3.951699 -0.735226 0.0 0.1 0.0 -0.56
C -4.870514 -3.083937 -0.634715 0.0 -0.1 -0.1 0.26
C -3.734661 -3.028600 0.376840 0.3 -0.1 0.3 -0.07
O -3.453580 -3.892205 1.178925 0.0 0.1 0.0 -0.64
C -3.062903 -1.749212 0.126242 -1.4 -0.1 -1.7 0.49
C -3.556485 -1.142273 -1.040768 0.0 -1.5 1.6 0.96
O -2.980844 -0.117133 -1.530984 2.0 2.2 -0.2 -0.99
C -4.762307 -1.842417 -1.514911 -0.1 0.3 -0.2 0.01
O -5.538229 -1.523940 -2.384438 0.1 0.0 0.0 -0.63
O -2.106192 -1.210667 0.778808 1.6 2.6 0.1 -1.29
C -4.549968 2.396829 -1.365364 0.1 -0.1 0.2 -1.80
C -4.193617 2.710774 0.090876 -0.6 0.6 -0.6 0.93
O -3.272191 1.910406 0.691643 1.7 -1.5 -0.4 -0.84
C -5.485037 2.612620 0.951738 -0.1 -0.3 0.2 0.47
F -6.515141 3.317886 0.461263 0.1 0.0 -0.1 -0.28
F -5.276204 3.046764 2.212108 0.0 0.0 0.0 -0.26
F -5.883223 1.339798 1.041577 0.1 0.0 -0.1 -0.21
C -3.722350 4.191891 0.151822 0.3 0.2 0.1 0.48
F -3.227993 4.519460 1.373567 -0.1 0.0 0.0 -0.28
F -2.701581 4.412483 -0.711018 -0.2 -0.1 -0.1 -0.27
F -4.666170 5.093000 -0.133881 0.0 -0.1 0.0 -0.28
H -5.141204 1.484711 -1.405177 0.0 0.0 -0.1 0.37
H -3.629672 2.222434 -1.918929 -0.1 0.1 -0.1 0.30
H -5.112251 3.219032 -1.803929 0.0 0.0 -0.1 0.51
O 0.755385 0.482128 0.155881 -1.6 0.2 -0.5 -1.22
P 1.838286 -0.566771 0.198333 0.9 -1.1 0.2 -1.16
C 1.842041 -1.478646 1.822154 -0.1 0.3 -0.4 -0.52
C 0.451978 -1.506302 2.502650 -0.2 -0.1 0.0 0.98
C -0.162269 -2.903527 2.600576 0.1 0.0 0.1 -0.39
C 0.762706 -3.925018 3.286370 0.0 0.2 0.0 -1.02
C 2.243540 -3.556649 3.128245 -0.1 -0.1 -0.1 -1.05
C 2.469720 -2.875765 1.779473 0.2 0.1 0.2 -0.70
C 1.697770 -1.769303 -1.188219 -0.1 0.4 0.3 0.62
C 0.340908 -2.486293 -1.055123 0.1 -0.2 -0.1 -0.90
C -0.079514 -3.075239 -2.398766 -0.1 0.1 0.0 -1.38
C -0.410384 -1.956573 -3.396508 0.1 0.0 0.2 -0.92
C 0.422658 -0.701865 -3.104441 0.0 -0.1 -0.1 0.11
C 1.805218 -1.053372 -2.555414 -0.1 0.2 0.0 -1.00
C 3.460192 0.314809 0.196739 -0.5 -0.1 0.0 0.45
C 4.661848 -0.587999 -0.162915 0.0 -0.1 -0.2 -0.97
C 5.333325 -0.128545 -1.454857 0.1 0.1 0.1 -0.74
C 5.865262 1.299940 -1.302265 -0.1 0.0 0.0 -0.78
C 4.852157 2.216968 -0.583683 0.0 0.0 -0.1 -0.96
C 3.445079 1.620459 -0.610622 0.2 0.1 0.2 -0.14
H 2.494328 -0.840525 2.430493 0.0 -0.1 0.0 0.80
H -0.245359 -0.870871 1.958987 0.0 0.0 0.1 -1.49
H 0.545509 -1.102832 3.516267 0.1 0.1 0.0 0.64
H -0.433567 -3.248246 1.604230 -0.1 0.0 0.0 -0.35
H -1.098081 -2.828070 3.153478 -0.1 0.0 -0.1 0.71
H 0.579003 -4.909566 2.852477 0.0 0.0 0.0 0.36
H 0.522110 -3.996805 4.348466 0.0 0.0 0.0 0.35
H 2.865912 -4.449663 3.201832 0.0 0.0 0.1 0.47
H 2.550923 -2.882530 3.933170 0.1 0.0 0.0 0.32
H 2.001612 -3.486295 1.005539 0.1 0.0 -0.1 0.20
H 3.537132 -2.803407 1.560586 0.0 0.0 -0.1 0.43
H 2.511264 -2.493741 -1.094862 0.0 0.0 0.1 1.28
H -0.414088 -1.771997 -0.717330 -0.1 -0.2 0.0 0.10
H 0.405013 -3.280038 -0.311920 -0.1 0.1 0.1 0.52
H -0.944625 -3.725102 -2.265368 0.0 -0.1 0.0 0.52
H 0.739303 -3.689959 -2.783869 0.0 -0.1 0.0 0.37
H -1.466056 -1.691702 -3.317950 0.0 0.0 -0.1 0.19
H -0.223723 -2.311623 -4.411747 -0.1 0.0 0.0 0.48
H -0.095692 -0.078322 -2.371773 0.0 0.0 -0.1 -0.64
H 0.527098 -0.102363 -4.009338 0.0 0.1 0.0 0.71
H 2.378123 -0.131993 -2.455024 0.1 -0.1 -0.1 0.04
H 2.338581 -1.697354 -3.259452 0.0 0.0 0.0 0.51
H 3.545440 0.614762 1.247731 0.0 0.0 0.0 0.72
H 4.345524 -1.627516 -0.265621 0.1 0.0 0.1 0.39
H 5.400551 -0.550512 0.641121 0.0 -0.1 0.0 0.41
H 4.622690 -0.179922 -2.281528 0.0 0.0 0.0 0.10
H 6.155315 -0.801996 -1.701752 0.0 0.0 0.0 0.51
H 6.094632 1.699223 -2.291321 0.1 0.0 0.0 0.38
H 6.797656 1.275100 -0.734578 0.0 0.0 -0.1 0.33
H 4.844850 3.200925 -1.053355 0.0 0.0 0.1 0.39
H 5.150759 2.361304 0.458341 0.0 0.0 0.0 0.38
H 3.138407 1.468659 -1.645769 -0.1 0.0 0.0 0.30
H 2.730304 2.310008 -0.158779 0.0 0.0 -0.1 0.01

E across the listed records, respectively: -3324.61580, -458.56000, -3087.22463 hartree.